24
Properties=species:S:1:pos:R:3:forces:R:3 method="wB97M-V/def2-TZVPD" smiles="C=C[Si@@H](C)N[Si@@H](C)C=C" e_homo_ev=-8.617 orbital_gap_ev=9.32 lumo_energy_ev=0.71
H -3.82027 1.44273 -0.14179 -0.5486 -0.1105 -0.2362
Si 0.21836 -1.30210 1.26309 -0.0075 1.7825 -3.6295
N 0.60724 0.37835 0.05482 0.6732 -2.0901 2.6686
H 0.48611 3.79450 -0.09529 0.0917 -2.1689 -1.7615
H -2.32872 0.99929 0.77667 0.1797 0.1585 0.5347
H 2.30669 -2.50602 0.54432 1.0935 -0.7115 -0.7861
H 1.61196 3.34447 -1.41819 -0.2562 -0.7377 0.0173
H 1.45795 -2.68699 3.52666 -0.7393 0.5082 1.1230
C -1.28188 -2.13924 0.50373 -1.2418 0.8757 1.1064
C 2.10838 -2.77550 2.71130 1.3032 -1.5624 -4.3502
H -0.05464 3.74779 -1.75560 0.5217 -0.6968 0.2664
H -1.77353 -2.88251 1.21340 0.6987 0.8723 -0.9563
Si -0.15082 1.39281 -1.16031 0.9381 -0.8558 2.0672
H -2.41476 1.58119 -2.12112 -1.4446 0.7837 -3.0248
C -2.76051 1.28640 -0.16392 -0.2509 -0.2949 0.7256
C 0.58967 3.10462 -1.08271 -0.8453 3.4948 1.0929
C 1.72050 -2.46322 1.41463 -1.0185 1.8097 3.9076
C -1.99486 1.38102 -1.22654 1.4999 0.0538 2.7162
H -0.99245 -2.59383 -0.40401 0.2564 -0.9454 -1.0134
H -0.26516 -0.72609 2.45489 0.0365 0.4575 1.5193
H 3.02364 -3.42397 2.84062 -0.9537 0.9564 0.1243
H -2.04645 -1.36377 0.19169 0.7719 -0.7889 0.6009
H 1.52380 0.74880 0.42711 -1.5027 -0.3428 -0.6642
H 0.07785 0.75767 -2.38004 0.7447 -0.4476 -2.0481

24
Properties=species:S:1:pos:R:3:forces:R:3 method="wB97M-V/def2-TZVPD" smiles="C=C[Si@H](C)C[C@H]1N[Si@@H]1C" e_homo_ev=-8.619 orbital_gap_ev=9.47 lumo_energy_ev=0.85
H 1.25917 -4.07902 0.36503 -0.1080 0.4398 0.6321
H 0.54699 -1.74892 -2.09936 2.1601 0.3338 -1.2486
H -1.19350 4.53806 -0.77800 0.3068 1.6983 0.4964
H 0.38413 3.32929 1.58644 0.1574 -1.6135 -2.7569
H -1.70760 -2.34260 0.54666 1.2636 0.3681 0.5214
C -1.27777 3.83392 -1.54717 0.7598 -3.5399 0.9115
H 1.32815 -0.15907 0.17686 1.8140 0.2530 -1.1172
C -0.31848 -2.04547 -1.63005 -0.0472 -3.7382 2.4301
H 1.15581 2.37139 -1.92179 0.5489 -0.3120 -0.6003
C 0.44543 -0.03517 0.71373 -1.4033 -1.6877 2.6275
H -1.17972 1.43969 0.94049 -1.3336 -0.1055 0.3453
H 0.78285 -0.23143 1.81354 -0.6242 0.9500 -1.5318
C 0.97418 -3.23175 1.02511 0.4830 -0.8551 -0.0018
H 1.67051 -3.81280 3.10504 0.6445 -0.5408 -0.9153
Si 0.06389 2.51133 -1.00348 -1.4182 1.4419 2.9225
H -2.23199 3.36636 -1.39708 -0.6854 -0.3424 0.0582
H 0.87335 -2.28200 2.80824 0.1815 0.1467 0.2007
Si -0.19919 -1.97708 0.30834 -1.4386 1.9621 -1.9298
N 0.55921 2.75574 0.67083 -0.7325 -1.2895 0.9212
H -1.21184 4.05900 -2.56358 0.2891 1.1254 -1.3978
C -0.25838 1.32267 0.44989 2.2116 0.9200 -0.7207
H -0.72250 -3.03922 -2.01216 0.8702 1.0250 0.4907
H -1.03674 -1.38195 -1.87873 -2.5265 2.4387 -0.7347
C 1.29407 -3.16098 2.32119 -1.3730 0.9215 0.3971